[1]
50
Properties=species:S:1:pos:R:3 method="wB97M-V/def2-TZVPD" e_above_lowest_kj_mol=0.0 energy_ev=-40968.7290 homo_lumo_gap_ev=6.97 total_charge=+1
Au -0.340 -1.568 -0.590
C 3.569 -0.524 -1.776
C 2.142 -0.919 -1.660
N 1.532 -1.051 -0.531
N 2.066 -0.853 0.701
C 1.169 -1.133 1.636
O -0.057 -1.527 1.393
C 1.544 -0.996 3.047
C 0.586 -1.221 4.036
C 0.936 -1.095 5.369
C 2.235 -0.749 5.716
C 3.190 -0.525 4.732
C 2.849 -0.647 3.398
C 1.294 -1.219 -2.839
C 1.724 -1.133 -4.146
C 0.839 -1.452 -5.171
C -0.450 -1.852 -4.873
C -0.839 -1.923 -3.544
N 0.016 -1.615 -2.576
H 3.982 -0.327 -0.792
H 3.668 0.370 -2.394
H 4.138 -1.326 -2.252
H -0.421 -1.491 3.755
H 0.196 -1.268 6.138
H 2.506 -0.654 6.759
H 4.201 -0.257 5.008
H 3.584 -0.476 2.624
H 2.736 -0.824 -4.360
H 1.165 -1.390 -6.200
H -1.156 -2.110 -5.648
H -1.825 -2.235 -3.223
O -4.363 -2.149 -0.441
C -3.287 -1.618 -0.474
O -2.179 -2.319 -0.719
C -3.148 -0.120 -0.288
C -4.310 0.652 -0.099
C -4.170 2.000 0.049
C -2.881 2.581 0.025
C -2.657 3.969 0.187
C -1.388 4.469 0.176
C -0.281 3.605 0.005
C -0.466 2.263 -0.159
C -1.774 1.724 -0.159
N -1.942 0.383 -0.324
H -5.269 0.154 -0.079
H -5.034 2.638 0.191
H -3.508 4.624 0.326
H -1.220 5.529 0.304
H 0.719 4.017 0.012
H 0.378 1.592 -0.274


[2]
234
Properties=species:S:1:pos:R:3 method="wB97M-V/def2-TZVPD" energy_ev=-119297.7906 smiles=c1cc[nH]c1.c1cc[nH]c1.c1cc[nH]c1.COCCNCCOC.COCCNCCOC.COCCNCCOC.COCCNCCOC.COCCNCCOC.COCCNCCOC.COCCNCCOC.COCCNCCOC.CCCC#N homo_lumo_gap_ev=8.56
C -0.517 -0.398 -1.064
C 0.469 -0.289 0.128
C 1.728 0.410 -0.358
C 1.519 1.884 -0.466
N 1.412 3.014 -0.507
H -0.944 0.578 -1.293
H -1.378 -0.991 -0.754
H -0.128 -0.872 -1.965
H 0.694 -1.251 0.588
H 0.039 0.343 0.905
H 2.064 0.054 -1.332
H 2.551 0.271 0.342
C -1.450 -2.722 -3.849
O -1.849 -3.473 -4.990
C -1.675 -2.700 -6.183
C -1.888 -3.593 -7.442
N -3.175 -4.258 -7.607
C -3.158 -5.204 -8.726
C -4.397 -6.053 -8.722
O -4.558 -6.702 -7.451
C -5.907 -7.214 -7.251
H -0.498 -2.205 -3.973
H -1.272 -3.479 -3.085
H -2.120 -1.925 -3.525
H -0.709 -2.198 -6.246
H -2.421 -1.911 -6.090
H -1.064 -4.295 -7.317
H -1.652 -2.977 -8.310
H -3.463 -4.796 -6.802
H -2.314 -5.881 -8.599
H -3.071 -4.653 -9.662
H -4.373 -6.816 -9.500
H -5.254 -5.428 -8.974
H -6.615 -6.389 -7.163
H -5.893 -7.770 -6.314
H -6.269 -7.909 -8.008
C -3.059 -8.059 6.589
O -2.723 -6.701 6.372
C -1.428 -6.364 6.926
C -0.998 -5.036 6.391
N -0.384 -5.125 5.054
C 0.170 -3.876 4.546
C 0.416 -3.975 3.060
O -0.864 -4.370 2.413
C -0.692 -4.494 1.013
H -3.137 -8.295 7.650
H -2.309 -8.681 6.102
H -4.019 -8.150 6.079
H -0.704 -7.139 6.672
H -1.494 -6.388 8.013
H -0.343 -4.645 7.169
H -1.879 -4.398 6.461
H -1.083 -5.300 4.346
H 1.095 -3.560 5.029
H -0.530 -3.072 4.770
H 1.094 -4.735 2.671
H 0.726 -3.027 2.621
H -1.623 -4.836 0.560
H -0.018 -5.298 0.716
H -0.439 -3.534 0.563
C 3.175 -1.283 3.243
O 3.892 -0.117 2.864
C 3.607 1.079 3.600
C 2.292 1.848 3.157
N 2.185 3.056 3.972
C 3.186 4.114 3.658
C 3.073 5.360 4.607
O 3.753 5.181 5.846
C 3.555 6.156 6.859
H 3.338 -2.122 2.567
H 2.104 -1.093 3.310
H 3.533 -1.490 4.251
H 4.442 1.726 3.331
H 3.826 0.912 4.654
H 1.486 1.154 3.395
H 2.268 1.983 2.076
H 2.202 2.807 4.951
H 3.050 4.442 2.627
H 4.201 3.718 3.668
H 2.022 5.625 4.728
H 3.528 6.220 4.115
H 3.651 7.180 6.497
H 4.351 6.056 7.597
H 2.575 6.132 7.335
C -2.167 1.365 -3.549
O -3.110 2.343 -3.124
C -2.921 3.677 -3.703
C -4.084 4.657 -3.378
N -5.211 4.272 -4.130
C -6.447 5.020 -3.829
C -7.735 4.401 -4.466
O -8.049 3.222 -3.708
C -9.014 2.416 -4.364
H -1.140 1.688 -3.383
H -2.324 1.224 -4.618
H -2.344 0.422 -3.031
H -2.904 3.569 -4.788
H -1.983 4.119 -3.365
H -3.867 5.689 -3.653
H -4.332 4.729 -2.319
H -5.409 3.287 -4.230
H -6.443 6.024 -4.253
H -6.586 5.226 -2.768
H -7.598 4.175 -5.523
H -8.626 5.008 -4.303
H -8.685 1.921 -5.278
H -9.874 3.051 -4.579
H -9.399 1.723 -3.615
C -1.400 -0.576 3.682
O -0.253 -0.711 4.581
C -0.332 0.135 5.726
C 0.993 0.068 6.534
N 1.006 -1.109 7.379
C 2.163 -1.305 8.279
C 3.490 -1.725 7.585
O 3.354 -3.085 7.056
C 4.483 -3.535 6.393
H -2.337 -0.769 4.205
H -1.398 -1.301 2.867
H -1.284 0.415 3.243
H -1.233 -0.009 6.323
H -0.459 1.136 5.315
H 1.140 0.907 7.214
H 1.792 0.057 5.794
H 1.099 -1.965 6.852
H 1.921 -2.117 8.964
H 2.246 -0.432 8.927
H 4.297 -1.524 8.290
H 3.602 -1.077 6.716
H 4.614 -3.062 5.420
H 4.423 -4.618 6.285
H 5.421 -3.280 6.887
C 6.335 4.226 2.149
O 5.488 5.117 1.382
C 4.897 4.447 0.257
C 3.887 5.413 -0.464
N 3.259 4.927 -1.665
C 2.590 6.071 -2.348
C 1.539 5.617 -3.342
O 0.668 6.716 -3.574
C -0.380 6.439 -4.540
H 6.781 4.749 2.995
H 7.089 3.912 1.427
H 5.834 3.294 2.411
H 4.407 3.497 0.470
H 5.584 4.086 -0.509
H 4.474 6.317 -0.626
H 3.154 5.754 0.266
H 2.486 4.347 -1.370
H 3.315 6.676 -2.894
H 2.003 6.678 -1.659
H 0.956 4.794 -2.930
H 1.895 5.199 -4.283
H -0.732 5.421 -4.373
H 0.131 6.389 -5.502
H -1.155 7.205 -4.511
C -1.301 3.514 1.687
O -2.714 3.591 1.328
C -3.155 2.793 0.213
C -4.655 2.838 0.046
N -5.069 2.069 -1.098
C -6.465 2.287 -1.575
C -7.517 1.668 -0.619
O -7.801 2.415 0.506
C -9.074 2.131 1.052
H -0.688 4.062 0.972
H -0.970 2.476 1.692
H -1.117 3.963 2.663
H -2.687 1.810 0.260
H -2.736 3.206 -0.705
H -5.054 3.847 -0.051
H -5.157 2.346 0.879
H -4.552 2.216 -1.953
H -6.540 1.889 -2.587
H -6.662 3.330 -1.824
H -7.202 0.676 -0.296
H -8.409 1.493 -1.221
H -9.349 2.945 1.723
H -9.000 1.215 1.638
H -9.859 2.009 0.306
C 5.259 1.315 -1.995
O 5.966 0.418 -1.074
C 5.889 0.761 0.327
C 6.291 -0.516 1.087
N 7.664 -0.994 0.731
C 8.073 -2.165 1.483
C 7.164 -3.434 1.302
O 6.910 -3.757 -0.104
C 6.333 -5.050 -0.233
H 5.947 2.067 -2.380
H 4.385 1.702 -1.472
H 4.850 0.681 -2.782
H 4.845 0.961 0.568
H 6.526 1.616 0.551
H 5.608 -1.307 0.777
H 6.133 -0.495 2.165
H 7.576 -1.288 -0.231
H 8.412 -1.994 2.505
H 9.042 -2.441 1.066
H 6.206 -3.237 1.782
H 7.685 -4.262 1.784
H 5.503 -5.288 0.433
H 7.087 -5.833 -0.146
H 5.937 -5.177 -1.240
N 3.591 -2.791 -3.099
C 2.283 -3.226 -3.318
C 1.627 -3.329 -2.099
C 2.592 -3.091 -1.121
C 3.792 -2.694 -1.771
H 4.297 -2.660 -3.809
H 1.956 -3.255 -4.347
H 0.589 -3.544 -1.890
H 2.322 -3.022 -0.077
H 4.753 -2.383 -1.391
N -4.238 -0.771 -0.276
C -3.713 -0.983 0.966
C -3.363 -2.292 1.043
C -3.593 -2.860 -0.277
C -4.131 -1.858 -1.098
H -4.654 0.086 -0.611
H -3.682 -0.143 1.644
H -3.059 -2.918 1.869
H -3.464 -3.882 -0.601
H -4.514 -1.948 -2.104
N 1.870 1.264 -6.371
C 1.476 0.112 -5.692
C 1.549 0.446 -4.296
C 1.998 1.768 -4.189
C 2.203 2.221 -5.431
H 1.770 1.376 -7.370
H 1.048 -0.743 -6.195
H 1.214 -0.235 -3.527
H 2.251 2.247 -3.255
H 2.539 3.211 -5.704


[3]
69
Properties=species:S:1:pos:R:3 method="wB97M-V/def2-TZVPD" e_above_lowest_kj_mol=0.0 energy_ev=-116354.7692 multiplicity=2 homo_lumo_gap_ev="5.58 / 5.53" total_charge=-2
Cu -0.462 1.595 0.906
O 1.506 4.777 2.465
C 1.036 3.823 1.834
N 0.005 3.032 2.121
C -0.805 3.105 3.257
C -0.539 3.855 4.397
C -1.417 3.813 5.477
C -2.557 3.028 5.416
C -2.842 2.279 4.277
C -1.981 2.310 3.183
N -2.161 1.646 1.962
C -3.339 1.160 1.586
O -4.371 0.992 2.250
C -3.422 0.815 0.107
C -4.018 -0.384 -0.275
C -4.089 -0.695 -1.616
C -3.600 0.219 -2.543
C -3.063 1.402 -2.070
N -2.965 1.701 -0.776
C 1.657 3.441 0.496
C 2.777 4.093 0.012
C 3.305 3.691 -1.204
C 2.707 2.651 -1.895
C 1.593 2.048 -1.339
N 1.075 2.445 -0.182
H 0.354 4.461 4.420
H -1.200 4.396 6.366
H -3.239 2.990 6.258
H -3.733 1.673 4.219
H -4.376 -1.051 0.496
H -4.505 -1.642 -1.942
H -3.624 0.015 -3.606
H -2.677 2.144 -2.761
H 3.206 4.883 0.613
H 4.197 4.165 -1.598
H 3.125 2.260 -2.811
H 1.104 1.205 -1.805
O 4.113 0.020 -2.253
S 4.401 -0.336 -0.874
O 5.809 -0.416 -0.550
N 3.572 0.547 0.166
C 2.651 -0.174 0.842
O 1.832 0.256 1.651
C 2.698 -1.649 0.475
C 1.934 -2.676 0.996
C 2.123 -3.952 0.480
C 3.049 -4.187 -0.533
C 3.823 -3.152 -1.045
C 3.626 -1.894 -0.513
H 1.201 -2.467 1.758
H 1.527 -4.774 0.857
H 3.166 -5.190 -0.927
H 4.548 -3.325 -1.830
O -1.397 -1.473 1.063
C -0.951 -1.100 -0.017
O -0.570 0.068 -0.357
C -0.857 -2.122 -1.148
C -1.346 -3.406 -0.935
C -1.287 -4.358 -1.935
C -0.722 -3.999 -3.151
C -0.220 -2.732 -3.390
C -0.298 -1.792 -2.376
N -0.657 -5.001 -4.223
O -1.106 -6.114 -4.002
O -0.190 -4.666 -5.297
H -1.769 -3.627 0.036
H -1.661 -5.361 -1.793
H 0.219 -2.499 -4.348
H 0.077 -0.789 -2.519


[4]
18
Properties=species:S:1:pos:R:3 method="wB97M-V/def2-TZVPD" e_above_lowest_kj_mol=213.9 energy_ev=-6412.4392 multiplicity=2 homo_lumo_gap_ev="3.25 / 6.29" total_charge=-1
C 1.924 0.651 -1.591
C 0.499 0.975 -1.048
C -0.035 0.022 0.087
C -0.558 0.533 1.301
C -1.893 -0.068 1.820
C -0.023 -1.537 -0.092
H 2.157 1.426 -2.252
H 2.692 0.788 -0.776
H 2.114 -0.329 -2.226
H -0.221 0.669 -1.760
H 0.328 2.138 -1.017
H -0.300 1.438 1.713
H -2.903 0.118 1.295
H -1.924 0.116 2.855
H -1.789 -1.093 1.712
H 0.095 -2.054 -1.063
H 0.776 -1.827 0.601
H -0.939 -1.966 0.441


[5]
97
Properties=species:S:1:pos:R:3 method="wB97M-V/def2-TZVPD" energy_ev=-60780.3153 homo_lumo_gap_ev=6.51 total_charge=-1
Li 1.206 -5.049 -1.091
C -1.441 -1.847 -1.347
C -1.400 -0.565 -0.831
C -0.197 -0.125 -0.057
O -0.059 1.079 0.347
C 0.862 -0.955 0.161
C 0.837 -2.298 -0.335
C -0.381 -2.755 -1.175
O -0.315 -3.915 -1.664
O 1.771 -3.121 -0.234
O -2.459 0.118 -0.838
H -2.274 -2.170 -1.956
H 1.748 -0.594 0.652
C 6.095 5.319 3.687
O 5.689 4.508 2.616
C 4.434 4.935 2.119
C 3.887 4.044 1.050
O 3.485 2.832 1.655
C 3.260 1.790 0.732
H 6.446 6.303 3.338
H 6.965 4.966 4.242
H 5.238 5.412 4.361
H 4.603 5.908 1.638
H 3.706 4.999 2.931
H 4.584 3.837 0.225
H 3.030 4.502 0.539
H 2.549 2.045 -0.053
H 2.914 0.908 1.271
H 4.237 1.403 0.411
C -5.526 -2.421 -1.456
O -6.695 -2.312 -0.651
C -6.646 -1.170 0.182
C -7.929 -0.871 0.940
O -8.984 -0.807 0.012
C -10.215 -0.358 0.515
H -4.692 -2.666 -0.793
H -5.347 -1.460 -1.943
H -5.686 -3.217 -2.175
H -6.438 -0.258 -0.385
H -5.827 -1.378 0.874
H -7.736 0.125 1.360
H -8.111 -1.559 1.772
H -10.952 -0.624 -0.243
H -10.309 0.738 0.565
H -10.380 -0.744 1.523
C 3.291 -0.646 -2.623
O 4.641 -1.025 -2.806
C 5.083 -1.957 -1.867
C 6.517 -2.402 -2.160
O 7.429 -1.350 -2.374
C 7.624 -0.601 -1.191
H 2.694 -1.426 -3.109
H 3.116 0.328 -3.073
H 2.976 -0.578 -1.577
H 4.467 -2.877 -1.920
H 4.877 -1.660 -0.829
H 6.517 -3.135 -2.963
H 6.830 -2.947 -1.256
H 6.755 -0.523 -0.538
H 7.998 0.398 -1.403
H 8.413 -1.114 -0.620
O -3.845 0.583 -3.332
H -4.451 1.322 -3.226
H -3.388 0.512 -2.469
O 1.824 -2.183 3.048
H 1.209 -1.423 3.007
H 1.807 -2.558 2.162
O -0.527 1.824 -2.588
H -0.559 1.718 -1.620
H -0.612 2.771 -2.728
O 4.268 -3.317 1.381
H 3.530 -3.448 0.765
H 4.107 -3.934 2.103
C -0.313 0.700 3.739
O 0.909 0.467 3.031
H -1.097 0.162 3.195
H -0.367 0.293 4.748
H -0.505 1.773 3.739
H 0.762 0.889 2.161
C -2.911 -5.219 -3.695
O -1.515 -5.084 -3.787
H -3.244 -6.065 -4.297
H -3.226 -5.355 -2.652
H -3.421 -4.312 -4.047
H -1.187 -4.505 -3.065
C -3.476 1.589 2.096
O -4.317 0.715 1.370
H -2.910 1.017 2.845
H -2.687 1.973 1.440
H -4.038 2.380 2.586
H -3.839 0.383 0.598
C -0.614 4.489 0.012
O 0.021 3.926 1.148
H -1.362 3.786 -0.360
H -1.100 5.434 0.252
H 0.154 4.698 -0.740
H 0.144 2.981 0.994


[6]
16
Properties=species:S:1:pos:R:3 method="wB97M-V/def2-TZVPD" e_above_lowest_kj_mol=720.2 energy_ev=-25668.3495 homo_lumo_gap_ev=7.51
C 0.879 2.264 -0.053
C 1.721 0.204 -0.230
C -0.391 0.402 0.464
C -1.804 -1.823 -0.399
N 1.813 1.453 -0.392
N -0.349 1.661 0.207
N 2.529 -0.813 0.147
O 3.704 -0.624 -0.052
O 2.005 -1.880 0.558
O -2.967 0.313 0.612
S -1.768 -0.545 0.973
H 1.015 3.303 -0.353
H -1.006 -2.566 -0.101
H -1.388 -1.346 -1.304
H -2.852 -2.279 -0.460
H -1.141 2.276 0.383